{
  "formula": "C48H54N",
  "method": "ωB97M-V/def2-TZVPD",
  "energy_ha": -1915.8421,
  "orbital_gap_ev": 7.40,
  "homo_energy_ev": -10.87,
  "total_charge": 1,
  "elements": ["C", "C", "C", "C", "C", "C", "N", "H", "H", "H", "H", "H", "H", "H", "H", "H", "H", "H", "H", "C", "C", "C", "C", "C", "C", "H", "H", "H", "H", "H", "H", "C", "C", "C", "C", "C", "C", "H", "H", "H", "H", "H", "H", "C", "C", "C", "C", "C", "C", "H", "H", "H", "H", "H", "H", "C", "C", "C", "C", "C", "C", "H", "H", "H", "H", "H", "H", "C", "C", "C", "C", "C", "C", "H", "H", "H", "H", "H", "H", "C", "C", "C", "C", "C", "C", "H", "H", "H", "H", "H", "H", "C", "C", "C", "C", "C", "C", "H", "H", "H", "H", "H", "H"],
  "xyz": [[2.644, -1.815, -1.072], [1.475, -1.634, -1.734], [0.260, -1.090, -1.061], [-0.471, 0.217, -1.405], [-1.775, 0.096, -0.576], [-1.825, -1.372, -0.040], [-0.887, -2.060, -0.995], [3.096, -2.797, -0.964], [3.153, -0.962, -0.621], [1.417, -1.874, -2.797], [0.536, -0.966, -0.011], [0.191, 1.006, -1.068], [-0.632, 0.223, -2.484], [-2.647, 0.319, -1.182], [-1.725, 0.764, 0.279], [-2.847, -1.716, -0.163], [-1.419, -1.413, 0.963], [-0.633, -3.030, -0.801], [-1.387, -2.055, -1.889], [5.284, 2.608, 0.682], [4.098, 2.013, 0.275], [3.518, 2.372, -0.933], [4.129, 3.320, -1.740], [5.316, 3.915, -1.338], [5.891, 3.561, -0.124], [5.735, 2.330, 1.626], [3.626, 1.268, 0.907], [2.589, 1.913, -1.255], [3.675, 3.594, -2.684], [5.792, 4.653, -1.969], [6.814, 4.027, 0.193], [-5.263, -1.333, 2.279], [-5.282, -0.187, 1.495], [-6.485, 0.309, 1.010], [-7.672, -0.341, 1.318], [-7.654, -1.485, 2.103], [-6.450, -1.984, 2.582], [-4.324, -1.717, 2.661], [-4.358, 0.331, 1.262], [-6.498, 1.201, 0.397], [-8.612, 0.046, 0.946], [-8.581, -1.989, 2.344], [-6.439, -2.876, 3.194], [3.619, -2.923, 3.557], [3.879, -4.129, 4.195], [3.088, -5.239, 3.936], [2.037, -5.151, 3.034], [1.779, -3.947, 2.396], [2.567, -2.833, 2.659], [4.236, -2.057, 3.761], [4.700, -4.202, 4.896], [3.290, -6.177, 4.436], [1.426, -6.021, 2.831], [0.957, -3.878, 1.690], [2.358, -1.892, 2.162], [5.216, -8.137, 2.983], [4.369, -7.840, 1.924], [3.719, -8.862, 1.247], [3.910, -10.182, 1.633], [4.755, -10.478, 2.693], [5.411, -9.456, 3.367], [5.727, -7.339, 3.508], [4.217, -6.810, 1.627], [3.063, -8.632, 0.417], [3.402, -10.980, 1.107], [4.904, -11.507, 2.995], [6.073, -9.689, 4.190], [-3.150, 5.041, -2.098], [-2.898, 4.650, -0.790], [-1.659, 4.123, -0.451], [-0.677, 3.986, -1.422], [-0.928, 4.372, -2.732], [-2.166, 4.901, -3.069], [-4.114, 5.454, -2.363], [-3.665, 4.762, -0.033], [-1.463, 3.819, 0.570], [0.292, 3.578, -1.155], [-0.161, 4.261, -3.488], [-2.366, 5.204, -4.088], [3.150, 1.460, -7.538], [2.916, 1.023, -6.242], [2.593, 1.938, -5.250], [2.500, 3.289, -5.554], [2.732, 3.726, -6.850], [3.060, 2.811, -7.841], [3.405, 0.748, -8.312], [2.987, -0.032, -6.007], [2.417, 1.599, -4.235], [2.246, 4.005, -4.781], [2.658, 4.779, -7.088], [3.246, 3.152, -8.851], [-6.282, 7.154, 2.397], [-6.463, 6.933, 3.755], [-6.437, 5.640, 4.259], [-6.222, 4.567, 3.407], [-6.038, 4.788, 2.049], [-6.071, 6.080, 1.543], [-6.306, 8.162, 2.004], [-6.627, 7.770, 4.421], [-6.584, 5.469, 5.318], [-6.200, 3.558, 3.800], [-5.871, 3.949, 1.383], [-5.933, 6.252, 0.483]],
  "lowdin_charge": [0.067, -0.110, -0.308, -0.104, -0.127, -0.087, 0.100, 0.081, 0.070, 0.116, 0.146, 0.103, 0.128, 0.118, 0.114, 0.128, 0.133, 0.188, 0.189, -0.089, -0.110, -0.113, -0.087, -0.078, -0.081, 0.104, 0.089, 0.074, 0.086, 0.107, 0.107, -0.109, -0.115, -0.095, -0.083, -0.083, -0.090, 0.094, 0.084, 0.098, 0.107, 0.107, 0.104, -0.087, -0.077, -0.093, -0.096, -0.114, -0.114, 0.104, 0.108, 0.105, 0.106, 0.079, 0.082, -0.104, -0.112, -0.099, -0.094, -0.091, -0.090, 0.099, 0.092, 0.097, 0.102, 0.103, 0.103, -0.085, -0.086, -0.101, -0.110, -0.090, -0.085, 0.104, 0.085, 0.101, 0.086, 0.091, 0.105, -0.090, -0.100, -0.109, -0.107, -0.088, -0.086, 0.104, 0.096, 0.084, 0.087, 0.105, 0.105, -0.091, -0.090, -0.092, -0.098, -0.111, -0.104, 0.103, 0.103, 0.102, 0.099, 0.085, 0.096]
}